Entry A
Formula: C16H20N4O3S
Source: OMol25
Level of theory: the ωB97M-V functional and the def2-TZVPD basis

Last column: Mulliken charge in e.
Atoms and positions in Å:
1 C 1.22 4.27 -2.33  -1.535
2 C 0.37 3.15 -1.82  0.813
3 C -0.53 2.51 -2.67  -0.577
4 C -1.32 1.47 -2.20  -0.947
5 C -1.24 1.07 -0.88  -0.228
6 C -0.37 1.72 -0.01  0.115
7 N -0.22 1.33 1.32  -0.063
8 C -1.11 0.64 2.09  0.172
9 C -2.50 0.74 1.96  -0.446
10 C -3.30 0.04 2.85  -0.513
11 N -2.83 -0.73 3.83  -0.675
12 C -1.52 -0.84 3.95  -0.269
13 C -0.64 -0.18 3.12  0.092
14 S 1.10 -0.42 3.27  1.278
15 O 1.42 -1.36 4.29  -0.703
16 O 1.78 0.86 3.29  -0.751
17 N 1.58 -1.04 1.75  -0.292
18 C 0.77 -1.77 0.91  0.716
19 O -0.34 -2.12 1.24  -0.659
20 N 1.31 -2.00 -0.31  -0.180
21 C 0.61 -2.74 -1.35  0.431
22 C 0.54 -1.91 -2.62  -1.134
23 C 1.29 -4.09 -1.59  -1.532
24 C 0.44 2.74 -0.50  -0.589
25 H 2.03 4.49 -1.63  0.357
26 H 0.62 5.17 -2.46  0.303
27 H 1.65 4.02 -3.30  0.384
28 H -0.60 2.82 -3.70  0.416
29 H -2.00 0.97 -2.87  0.394
30 H -1.83 0.23 -0.52  0.587
31 H 0.69 1.48 1.75  0.398
32 H -2.94 1.36 1.20  0.569
33 H -4.37 0.09 2.78  0.386
34 H -1.14 -1.48 4.73  0.460
35 H 2.48 -0.70 1.44  0.259
36 H 2.26 -1.73 -0.51  0.270
37 H -0.40 -2.91 -0.95  0.288
38 H -0.05 -2.42 -3.37  0.418
39 H 0.09 -0.94 -2.42  0.120
40 H 1.54 -1.75 -3.02  0.343
41 H 0.73 -4.66 -2.32  0.404
42 H 1.33 -4.66 -0.66  0.375
43 H 2.30 -3.94 -1.96  0.342
44 H 1.14 3.22 0.18  0.400

The value obtained for the HOMO energy is -8.2 eV. As for the structure (SMILES): Cc1cccc(Nc2ccncc2S(=O)(=O)NC(=O)NC(C)C)c1. Its charge is 0. The LUMO energy comes out at 0.37 eV. For the HOMO-LUMO gap, the calculation gives 8.61 eV.

Entry B
Formula: C16H20N4O3S
Source: OMol25
Level of theory: the ωB97M-V functional and the def2-TZVPD basis

Last column: Mulliken charge in e.
Atoms and positions in Å:
1 C 2.92 2.58 0.72  -1.375
2 C 3.26 1.31 0.03  0.481
3 N 2.39 0.41 -0.37  -0.152
4 C 3.12 -0.58 -0.95  -0.017
5 S 2.35 -2.02 -1.64  1.192
6 O 2.77 -3.18 -0.92  -0.674
7 O 2.57 -2.01 -3.06  -0.637
8 N 0.73 -1.82 -1.30  -0.266
9 C 0.03 -0.68 -1.64  0.202
10 C 0.41 0.08 -2.74  -0.323
11 C -0.27 1.23 -3.07  -0.714
12 C -1.36 1.65 -2.31  -0.909
13 C -1.76 0.88 -1.24  -0.595
14 C -1.10 -0.29 -0.89  0.409
15 C -1.55 -1.13 0.25  0.751
16 O -0.79 -1.83 0.91  -0.799
17 N -2.87 -1.09 0.52  -0.128
18 C -3.47 -1.78 1.63  -1.025
19 C -4.11 -0.81 2.60  0.131
20 C -5.28 -1.24 3.43  -0.677
21 C -5.48 -0.27 2.31  -0.564
22 C 4.45 -0.27 -0.91  -0.597
23 N 4.53 0.94 -0.28  0.228
24 C 5.73 1.68 0.01  -0.920
25 H 3.26 3.43 0.14  0.333
26 H 3.39 2.62 1.70  0.338
27 H 1.84 2.63 0.83  0.309
28 H 0.47 -2.18 -0.39  0.378
29 H 1.26 -0.24 -3.32  0.564
30 H 0.04 1.82 -3.93  0.418
31 H -1.88 2.56 -2.55  0.414
32 H -2.59 1.23 -0.64  0.438
33 H -3.48 -0.52 -0.05  0.274
34 H -2.67 -2.34 2.12  0.327
35 H -4.23 -2.48 1.26  0.361
36 H -3.40 -0.12 3.05  0.370
37 H -5.34 -0.87 4.45  0.262
38 H -5.64 -2.25 3.31  0.237
39 H -5.70 0.76 2.54  0.274
40 H -5.99 -0.63 1.42  0.243
41 H 5.30 -0.80 -1.27  0.461
42 H 6.59 1.13 -0.36  0.332
43 H 5.84 1.83 1.08  0.323
44 H 5.70 2.66 -0.48  0.323

The value obtained for the HOMO energy is -8.4 eV. As for the structure (SMILES): Cc1nc(S(=O)(=O)Nc2ccccc2C(=O)NCC2CC2)cn1C. Its charge is 0. The LUMO energy comes out at 0.59 eV. For the HOMO-LUMO gap, the calculation gives 8.96 eV.

It comes down to entry A, which is 24.2 kcal/mol more stable than the next structure.

Entry A
Formula: C3H10N2Si
Source: OMol25
Level of theory: the ωB97M-V functional and the def2-TZVPD basis

Last column: Mulliken charge in e.
Atoms and positions in Å:
1 C 1.89 -0.54 -0.69  -0.155
2 C -1.71 -1.58 0.17  -0.853
3 C -0.93 1.72 0.76  -0.878
4 N 2.00 0.50 0.27  -0.426
5 N 1.03 -0.61 0.45  -0.156
6 Si -0.64 -0.02 0.18  0.018
7 H 1.41 -0.27 -1.63  0.181
8 H 2.70 -1.35 -0.69  0.184
9 H -2.51 -1.38 -0.51  0.300
10 H -1.00 -2.30 -0.19  0.289
11 H -2.07 -1.75 1.18  0.300
12 H -0.82 1.93 1.86  0.290
13 H -0.07 2.16 0.12  0.308
14 H -1.75 2.11 0.31  0.427
15 H 2.58 0.21 1.07  0.265
16 H -0.11 1.17 -2.66  -0.093

The value obtained for the HOMO energy (spin up / spin down) is -6.7 / -8.5 eV. Its charge is 0. The LUMO energy (spin up / spin down) comes out at -0.23 / 0.13 eV. For the HOMO-LUMO gap (spin up / spin down), the calculation gives 6.47 / 8.60 eV.

Entry B
Formula: C3H10N2Si
Source: OMol25
Level of theory: the ωB97M-V functional and the def2-TZVPD basis

Last column: Mulliken charge in e.
Atoms and positions in Å:
1 C -1.21 1.43 -1.46  -0.126
2 C 1.04 -2.07 -0.07  -0.882
3 C -1.23 -0.06 1.73  -1.077
4 N -0.07 0.83 -2.15  -0.694
5 N -0.18 0.78 -0.79  0.190
6 Si 0.18 -0.43 0.36  0.288
7 H -1.17 2.53 -1.25  0.199
8 H -2.32 1.24 -1.53  0.246
9 H 1.46 -2.47 0.84  0.280
10 H 1.66 -1.97 -0.88  0.300
11 H 3.02 -0.12 1.06  -0.249
12 H -0.90 -0.18 2.77  0.325
13 H -1.62 0.93 1.52  0.312
14 H -2.08 -0.61 1.50  0.388
15 H -0.31 -0.07 -2.58  0.274
16 H 3.73 0.22 0.94  0.226

The value obtained for the HOMO energy is -7.8 eV. Its charge is 0. The LUMO energy comes out at 0.28 eV. For the HOMO-LUMO gap, the calculation gives 8.07 eV.

It comes down to entry B, which is 6.3 kcal/mol more stable than the next structure.

Entry A
Formula: C5H10NO3
Source: OMol25
Level of theory: the ωB97M-V functional and the def2-TZVPD basis

Last column: Mulliken charge in e.
Atoms and positions in Å:
1 C -1.09 -1.66 1.03  -0.169
2 C 0.10 -2.48 0.85  -1.026
3 C -1.88 -1.18 -0.19  0.414
4 O -2.18 -2.03 -1.08  -0.672
5 N -1.98 0.17 -0.38  -0.280
6 H -1.86 -2.09 1.68  0.289
7 H -0.59 -0.82 1.55  0.185
8 H 0.79 -1.78 0.38  0.256
9 H -2.59 0.52 -1.06  0.215
10 H -1.23 0.75 -0.15  0.317
11 H 0.08 -3.40 0.16  0.257
12 H 0.54 -2.81 1.80  0.308
13 C 2.04 2.27 -1.21  -0.777
14 C 1.18 2.66 0.03  0.449
15 O 1.77 3.44 0.82  -0.705
16 O 0.02 2.10 0.14  -0.772
17 H 3.14 2.18 -0.94  0.255
18 H 1.75 2.93 -1.98  0.207
19 H 1.99 1.21 -1.43  0.248

The value obtained for the HOMO energy is -4.5 eV. Its charge is -1. The LUMO energy comes out at 3.64 eV. For the HOMO-LUMO gap, the calculation gives 8.14 eV.

Entry B
Formula: C5H10NO3
Source: OMol25
Level of theory: the ωB97M-V functional and the def2-TZVPD basis

Last column: Mulliken charge in e.
Atoms and positions in Å:
1 C -0.96 -1.44 -2.48  -0.813
2 C -1.03 -2.25 -1.12  0.633
3 O 0.05 -2.35 -0.49  -0.740
4 O -2.13 -2.85 -0.93  -0.721
5 H -0.84 -2.11 -3.44  0.286
6 H 0.10 -0.99 -2.61  0.269
7 H -1.76 -0.67 -2.53  0.179
8 C 0.02 1.72 1.18  -0.458
9 C -0.07 0.88 2.51  -1.042
10 C 1.35 1.46 0.43  0.441
11 O 2.23 2.25 0.58  -0.645
12 N 1.32 0.32 -0.33  -0.227
13 H -0.89 1.55 0.58  0.339
14 H 0.14 2.75 1.58  0.262
15 H -0.98 1.12 2.99  0.335
16 H 0.78 1.08 3.16  0.316
17 H 2.12 0.05 -0.77  0.158
18 H 0.60 -0.36 -0.53  0.160
19 H -0.04 -0.17 2.22  0.268

The value obtained for the HOMO energy is -4.5 eV. Its charge is -1. The LUMO energy comes out at 3.66 eV. For the HOMO-LUMO gap, the calculation gives 8.20 eV.

It comes down to entry B, which is 7.7 kcal/mol more stable than the next structure.

Entry A
Formula: C5H8N3O2
Source: OMol25
Level of theory: the ωB97M-V functional and the def2-TZVPD basis

Last column: Mulliken charge in e.
Atoms and positions in Å:
1 C 1.03 0.34 -1.04  -1.215
2 C 1.12 -0.82 -1.66  -0.146
3 C -0.16 -1.84 -0.09  -0.197
4 C -1.71 1.50 1.15  0.120
5 C 0.53 0.40 0.30  1.346
6 N 0.57 -1.98 -1.24  -0.094
7 N -0.26 -0.75 0.61  -0.274
8 N -0.65 1.58 0.34  -0.243
9 O -1.95 0.53 1.93  -0.516
10 O 1.46 0.74 1.16  -0.459
11 H 1.76 1.08 -1.36  0.312
12 H 1.81 -0.79 -2.49  0.373
13 H -0.95 -2.58 0.17  0.388
14 H -2.56 2.17 0.89  0.355
15 H 0.59 -2.67 -1.96  0.285
16 H -1.16 -0.28 1.38  0.364
17 H -0.56 2.47 -0.14  0.226
18 H 1.12 0.89 2.05  0.376

The value obtained for the HOMO energy is -14.0 eV. Its charge is +1. The LUMO energy comes out at -3.77 eV. For the HOMO-LUMO gap, the calculation gives 10.22 eV.

Entry B
Formula: C5H8N3O2
Source: OMol25
Level of theory: the ωB97M-V functional and the def2-TZVPD basis

Last column: Mulliken charge in e.
Atoms and positions in Å:
1 C -1.98 -1.30 -0.32  -0.136
2 C -2.55 0.90 0.00  0.307
3 C 1.51 1.53 -0.95  0.165
4 C -0.56 -0.86 -0.69  -0.969
5 C -0.16 0.44 -0.02  0.105
6 N -2.87 -0.42 -0.06  -0.429
7 N -1.17 1.29 0.20  -0.213
8 N 0.71 0.08 1.18  -0.372
9 O -3.40 1.74 -0.05  -0.471
10 O 2.45 1.40 -0.24  -0.385
11 H -2.09 -2.29 -0.38  0.538
12 H 1.43 2.08 -1.78  0.515
13 H 0.25 -1.52 -0.51  0.688
14 H -0.36 -0.66 -1.82  0.320
15 H -1.23 2.20 0.64  0.272
16 H 1.07 -0.90 1.05  0.328
17 H 0.25 0.11 2.09  0.348
18 H 1.44 0.80 1.50  0.387

The value obtained for the HOMO energy is -13.0 eV. Its charge is +1. The LUMO energy comes out at -4.27 eV. For the HOMO-LUMO gap, the calculation gives 8.75 eV.

Entry C
Formula: C5H8N3O2
Source: OMol25
Level of theory: the ωB97M-V functional and the def2-TZVPD basis

Last column: Mulliken charge in e.
Atoms and positions in Å:
1 N 1.14 -1.26 -0.25  -0.247
2 C 1.34 -0.11 0.29  0.608
3 N 2.50 0.19 0.82  -0.390
4 C 0.21 0.86 0.33  0.353
5 O 0.73 1.44 -1.24  -0.577
6 C -1.15 0.36 0.13  0.109
7 N -1.61 -0.57 -0.72  -0.592
8 C -2.93 -0.70 -0.41  -0.248
9 C -3.22 0.21 0.50  -0.236
10 O -2.12 0.89 0.89  -0.293
11 H 0.20 -1.35 -0.52  0.217
12 H 1.86 -1.95 -0.48  0.252
13 H 2.93 1.03 1.27  0.270
14 H 3.12 -0.66 0.73  0.226
15 H 0.31 1.68 1.05  0.365
16 H -0.15 1.86 -1.66  0.371
17 H -3.47 -1.28 -1.09  0.436
18 H -4.25 0.49 0.66  0.377

The value obtained for the HOMO energy is -13.4 eV. As for the structure (SMILES): NC(=[NH2+])[C@@H](O)c1ncco1. Its charge is +1. The LUMO energy comes out at -4.30 eV. For the HOMO-LUMO gap, the calculation gives 9.12 eV.

It comes down to entry A, which is 16.5 kcal/mol more stable than the next structure.